1.
20
Properties=species:S:1:pos:R:3:lowdin_charge:R:1 method="wB97M-V/def2-TZVPD" charge=0 multiplicity=1
C 3.0736 -0.3967 0.1695 -0.100
C 0.7709 0.0064 -0.1016 -0.360
C 0.9301 1.3539 0.5349 -0.032
C -0.4023 -0.6637 -0.2560 -0.010
C -1.7547 -0.0689 -0.0932 -0.372
C -2.8202 -0.9483 0.5105 -0.088
C -2.1073 1.1755 -0.5303 0.025
H 2.9617 -0.4093 1.2792 0.102
H 3.7738 -1.1632 -0.1780 0.091
H 3.5401 0.6060 -0.0932 0.106
H 1.6724 1.3493 1.2999 0.056
H -0.0141 1.7894 0.8999 0.083
H 1.3667 2.0642 -0.1933 0.102
H -0.4159 -1.7033 -0.6361 0.126
H -2.6205 -1.1922 1.5508 0.074
H -2.9378 -1.8919 -0.0436 0.078
H -3.8256 -0.4681 0.4574 0.078
H -1.3777 1.8261 -0.9983 0.053
H -3.2277 1.4498 -0.5751 0.086
O 1.8705 -0.6257 -0.5215 -0.097



2.
20
Properties=species:S:1:pos:R:3:lowdin_charge:R:1 method="wB97M-V/def2-TZVPD" charge=0 multiplicity=1
C 0.9681 2.2172 0.4863 0.050
C 1.7668 -0.6432 0.6402 0.007
C -1.4935 -0.6988 0.8698 -0.047
C 0.3491 1.3517 -0.3163 -0.375
C -0.6872 -0.8041 -0.3868 -0.343
C -0.7684 1.2686 -1.1651 -0.020
C -0.6380 -1.8634 -1.2058 0.011
O 0.7427 -0.0967 -0.2350 -0.205
H 0.7859 3.2733 0.3519 0.061
H 1.6351 1.9231 1.2846 0.047
H 1.8123 -1.7052 0.4211 0.098
H 2.7053 -0.1535 0.3933 0.102
H 1.4951 -0.4685 1.6815 0.100
H -1.2055 0.1739 1.4560 0.083
H -2.5455 -0.5812 0.6086 0.093
H -1.3811 -1.5928 1.4911 0.086
H -1.5614 1.9920 -1.0196 0.067
H -0.6161 0.9409 -2.1862 0.070
H -1.3864 -2.6391 -1.1090 0.058
H 0.0227 -1.8943 -2.0607 0.058



3.
20
Properties=species:S:1:pos:R:3:lowdin_charge:R:1 method="wB97M-V/def2-TZVPD" charge=0 multiplicity=1
C 1.3691 0.9035 0.1146 -0.107
C 1.9164 -0.8126 -1.2385 -0.200
C 0.7580 -0.7485 -2.1529 -0.087
C -0.7301 1.7964 1.0845 -0.052
C -1.8142 -0.9646 1.2492 -0.102
C 0.0566 0.6051 0.5826 -0.304
C -0.4680 -0.6436 0.6681 -0.142
O 2.3226 0.1053 -0.3823 -0.011
H 1.7814 1.8910 0.2931 0.116
H 2.6284 -1.6205 -1.3409 0.108
H 0.1220 -1.5109 0.4139 0.094
H 0.9309 -1.3915 -3.0139 0.079
H -0.1774 -1.0476 -1.6525 0.064
H 0.5990 0.2798 -2.4838 0.092
H -0.9360 1.7042 2.1513 0.082
H -0.1825 2.7255 0.9303 0.071
H -1.6805 1.8927 0.5555 0.084
H -1.9551 -2.0426 1.3056 0.067
H -1.9220 -0.5807 2.2684 0.073
H -2.6186 -0.5405 0.6477 0.075



4.
21
Properties=species:S:1:pos:R:3:lowdin_charge:R:1 method="wB97M-V/def2-TZVPD" charge=0 multiplicity=1
C -1.3565 -0.0286 0.1874 -0.525
C 1.0916 0.0814 -0.0073 -0.314
C -0.4048 -1.1158 0.4523 0.076
C -2.5369 -0.3030 -0.7286 -0.013
C 2.2239 -0.2519 -0.9519 -0.043
C 1.5759 0.6430 1.3085 -0.045
C -0.0944 0.6011 -0.6662 -0.349
O -1.7248 0.6893 1.3365 0.012
O -0.2433 1.1299 -1.7491 0.098
H -2.1191 1.5243 1.0585 0.110
H -0.1812 -1.3215 1.4908 0.104
H -0.4399 -1.9757 -0.2042 0.109
H -3.3148 -0.8236 -0.1701 0.089
H -2.2196 -0.8682 -1.6007 0.089
H -2.9512 0.6376 -1.0940 0.087
H 2.7128 0.6620 -1.3006 0.092
H 2.9836 -0.8477 -0.4449 0.082
H 1.8438 -0.7529 -1.8419 0.086
H 2.2193 -0.0839 1.8097 0.088
H 2.1788 1.5369 1.1312 0.092
H 0.7566 0.8672 1.9845 0.076



5.
23
Properties=species:S:1:pos:R:3:lowdin_charge:R:1 method="wB97M-V/def2-TZVPD" charge=-1 multiplicity=1
C 2.3372 -0.2697 -0.1672 -0.168
C 1.9594 0.8010 0.9934 -0.150
C 0.4709 1.1123 -0.7794 -0.090
C 0.0737 -1.1159 -0.0460 -0.195
C 1.0576 -0.3076 -0.8946 -0.366
C 0.4628 1.0708 0.7812 -0.320
C -0.1928 -0.2151 1.1011 -0.066
O -4.4142 -1.3829 0.9271 -0.508
O -3.2890 -1.1983 -1.3867 -0.350
P -3.5419 -0.4961 0.1009 0.109
S -3.8009 1.5383 -0.0959 -0.112
H 3.2680 0.2347 -0.6688 0.128
H 2.5139 -1.2984 0.3018 0.117
H 2.0795 0.2976 2.0437 0.134
H 2.5386 1.6967 0.7219 0.095
H 1.0524 1.9293 -1.0813 0.091
H -0.5681 1.1421 -1.1586 0.105
H -0.8130 -1.1640 -0.6630 0.069
H 0.4725 -2.0033 0.3757 0.101
H 1.0801 -0.8494 -1.9249 0.160
H 0.1333 1.9187 1.3182 0.120
H -0.3197 -0.7066 2.0318 0.084
H -2.5604 -0.7344 -1.8305 0.011



6.
22
Properties=species:S:1:pos:R:3:lowdin_charge:R:1 method="wB97M-V/def2-TZVPD" charge=0 multiplicity=1 smiles="C[C@@H]1[C@@H](C)C(=O)O[C@]1(C)O"
C 0.4697 -0.9167 1.0983 -0.562
C -0.0293 0.5642 0.0407 -0.192
C -0.7252 -0.0834 -1.1501 -0.265
C 1.9117 -0.7320 1.5149 0.013
C -0.9044 1.4324 0.9272 -0.073
C -0.8091 0.7007 -2.4530 -0.031
C 0.2797 -1.1869 -1.1618 -0.342
O 0.2656 -1.9040 0.1869 0.032
O -0.3197 -1.0393 2.2040 0.051
O 0.9934 -1.6233 -2.0080 0.180
H -1.1761 -1.4104 1.9355 0.126
H 0.8513 1.1200 -0.2863 0.137
H -1.7057 -0.4712 -0.8621 0.162
H 1.9827 0.1347 2.1705 0.091
H 2.2281 -1.6130 2.0732 0.092
H 2.5397 -0.6295 0.6311 0.092
H -0.3631 1.7590 1.8133 0.080
H -1.2379 2.3222 0.3886 0.078
H -1.7859 0.8894 1.2667 0.076
H -1.5350 1.5074 -2.3613 0.082
H -1.0846 0.0401 -3.2721 0.086
H 0.1542 1.1399 -2.6963 0.087



Result set for energy relative to the best compared isomer or geometry (same formula, charge and spin): 1.562, 5.433, 3.344, 1.768, 2.548, 0.712 eV, one per record in the order listed.